Computed, not measured: a molecular structure, C8H11Br3I2O3S, with ωB97M-V with the def2-TZVPD basis set.

Geometry (Å):
C (0.49130, -2.57230, 0.91639)
H (0.80410, -2.82909, 1.93183)
C (-0.88354, -1.86077, 0.91338)
S (1.90573, -1.60471, 0.38823)
H (-0.02099, 0.02478, 1.38118)
H (-1.37792, -2.02895, 1.87273)
C (-0.05199, -0.27779, -0.76318)
C (-0.70610, -0.36804, 0.62099)
Br (4.73960, 0.54673, -3.53006)
C (-1.94519, 1.79896, 0.92901)
O (1.35731, -0.59627, -0.71298)
H (-0.12871, 0.70720, -1.22392)
H (-0.52659, -1.00281, -1.43620)
H (-1.51123, -2.30376, 0.13641)
O (2.33314, -0.82716, 1.51115)
O (2.81640, -2.46153, -0.29915)
C (-1.93848, 0.50683, 0.66430)
C (-3.14049, 2.71372, 0.92966)
Br (1.62304, 1.11885, -3.42449)
H (-2.84620, 3.75069, 1.08381)
H (-3.81308, 2.43752, 1.74979)
C (3.24436, 0.95812, -2.39733)
H (3.11176, 0.13225, -1.71225)
I (-3.76683, -0.38199, 0.15107)
H (0.47966, -3.46899, 0.29734)
H (-3.69428, 2.62869, -0.00913)
Br (3.56490, 2.53677, -1.35136)
I (-0.11968, 2.72303, 1.38278)

Its LUMO energy is -0.14 eV. As for the HOMO-LUMO gap: 8.991 eV. For the total energy, the calculation gives -9252.7249 hartree. The charge is 0. The HOMO energy is -9.1 eV. The strongest force on any atom comes out at 0.014 hartree/bohr.